No. 1
A structure of composition C8H13F9N3OZn, computed with ωB97M-V/def2-TZVPD.

Geometry as XYZ:
```
35
Properties=species:S:1:pos:R:3:forces:R:3
Zn 0.04306 -0.48306 -0.27439 0.103 -0.162 -0.066
N 2.00841 -1.10924 -0.45870 0.030 -0.013 -0.003
C 2.34863 -1.56265 0.91605 0.000 0.018 -0.002
C 1.24845 -2.47835 1.43607 -0.019 -0.010 0.019
N -0.05239 -1.77602 1.39791 0.006 -0.028 -0.007
C -1.25093 -2.61533 1.18645 0.028 -0.019 0.025
C -2.31649 -1.82160 0.44350 -0.026 0.023 -0.006
N -1.76037 -1.32596 -0.84413 -0.016 -0.002 0.003
H 2.56306 -0.29555 -0.71360 0.000 0.002 0.003
H 2.22651 -1.83286 -1.13682 -0.007 0.002 -0.002
H 3.30891 -2.07690 0.94293 0.004 0.000 0.002
H 2.42733 -0.67316 1.54282 -0.005 0.003 0.000
H 1.17269 -3.35863 0.79457 -0.003 -0.001 -0.003
H 1.49494 -2.82930 2.43893 0.003 -0.003 0.003
H -0.16681 -1.22176 2.24128 0.000 0.014 -0.010
H -0.95359 -3.47818 0.58697 -0.001 -0.001 -0.002
H -1.65406 -2.99756 2.12506 -0.006 -0.004 0.001
H -3.20153 -2.43746 0.28591 -0.006 0.001 0.003
H -2.61412 -0.94892 1.02667 0.004 -0.001 0.005
H -1.75258 -2.06889 -1.53642 0.018 0.011 -0.009
H -2.34319 -0.58386 -1.22316 -0.021 -0.013 -0.003
F 0.27542 0.86535 -2.35799 0.059 0.008 -0.017
C -0.42322 1.99182 -2.00986 -0.153 -0.042 0.039
F -1.71438 1.63182 -2.11582 0.021 0.043 0.023
F -0.16976 2.91440 -2.91315 0.060 -0.029 0.028
C -0.07300 2.37590 -0.53632 0.168 -0.004 0.031
O -0.10186 1.28900 0.27638 -0.221 0.187 -0.030
C -1.11356 3.41767 -0.02376 -0.026 -0.017 0.030
F -0.75465 3.89008 1.16536 0.039 0.025 0.018
F -2.30839 2.83241 0.11859 0.006 -0.003 0.006
F -1.25147 4.44407 -0.86581 0.004 -0.014 -0.041
C 1.36901 2.97210 -0.48932 -0.059 0.114 -0.028
F 1.75219 3.18123 0.76318 0.005 -0.035 0.004
F 2.23120 2.06591 -1.01720 0.019 -0.023 -0.036
F 1.50656 4.10351 -1.17219 -0.015 -0.027 0.021
```
Forces are in eV/Å.

As for the molar mass: 403.6 u. Its HOMO energy is -13.57 eV. The charge is +1. The gap between HOMO and LUMO comes out at 10.5 eV. As for the relative energy (zero: lowest compared OMol25 entry of this formula, charge and spin): 0.0 kcal per mole. Its energy is -3230.174559 a.u.

Atomic partial charges in e from the natural (NBO) method, atoms 1 to 4: 1.669, -0.946, -0.244, -0.237

=====

No. 2
The ion C8H13INS with charge +1 in a non-equilibrium geometry, computed with ωB97M-V/def2-TZVPD.

Geometry as XYZ:
```
24
Properties=species:S:1:pos:R:3:forces:R:3
C -1.37139 -0.34264 2.70074 -2.327 1.109 -1.401
N -0.18652 -0.01421 1.85290 0.614 -0.509 2.494
C 0.15074 1.27568 1.23003 -1.674 2.775 0.512
I 1.80159 2.47041 1.84726 -0.326 -0.791 -0.333
C 0.00253 0.03295 0.45956 0.648 0.396 -3.214
C 1.20250 -0.70614 -0.07936 2.129 -2.061 0.314
C 1.55154 -0.31600 -1.50668 0.947 -0.476 -2.127
C 0.35216 -0.50932 -2.50384 0.816 1.506 0.406
C -0.72612 0.34448 -1.91707 -0.141 2.671 1.027
C -1.14184 0.01846 -0.52564 -1.600 -1.539 -0.161
S -2.67277 -0.47837 -0.23013 0.929 0.356 0.231
H -2.36652 0.27132 2.50033 2.545 -0.999 -0.076
H -1.63375 -1.38164 2.41092 0.295 0.503 1.188
H -1.00880 -0.01219 3.65504 -0.233 -0.888 0.930
H 0.67266 -0.43396 2.28376 -0.970 0.369 -0.306
H -0.77012 1.96949 1.19521 1.491 -1.345 0.057
H 2.25910 -0.51702 0.45914 -2.717 -0.451 -0.317
H 0.93034 -1.84761 -0.05081 0.700 1.955 0.110
H 1.86522 0.72696 -1.53061 -0.271 0.307 0.074
H 2.51651 -0.81392 -1.82993 -1.289 0.020 0.409
H 0.03142 -1.52411 -2.56205 -0.107 -0.877 -0.194
H 0.34569 -0.03450 -3.51986 1.329 -0.942 0.640
H -1.56915 0.43669 -2.61793 0.079 0.086 0.699
H -0.23500 1.38520 -1.72098 -0.868 -1.176 -0.961
```
Forces are in eV/Å.

As for the molar mass: 282.2 u. Its HOMO energy is -12.52 eV. The charge is +1. The gap between HOMO and LUMO comes out at 8.3 eV. As for the relative energy (zero: lowest compared OMol25 entry of this formula, charge and spin): 11.7 kcal per mole. Its energy is -1062.915508 a.u. Its SMILES is C[N@@H+]1[C@@H](I)[C@@]12CCCCC2=S.

Atomic partial charges in e from the natural (NBO) method, atoms 1 to 4: -0.430, -0.376, -0.201, 0.270

=====

No. 3
A structure of composition C8H13LaNO in a non-equilibrium geometry, computed with ωB97M-V/def2-TZVPD.

Geometry as XYZ:
```
24
Properties=species:S:1:pos:R:3:forces:R:3
C -1.59577 0.72472 -1.78956 0.128 -0.706 -0.690
C -1.88265 -0.67032 -1.62670 0.314 0.556 -0.531
C -0.78332 -1.41179 -2.15584 0.009 0.652 -0.262
C 0.18190 -0.47744 -2.65330 -0.656 0.047 0.151
C -0.31954 0.84238 -2.42483 -0.641 -0.707 0.036
La 0.23966 -0.06844 0.28081 1.116 -2.052 -3.919
N -0.11492 1.95638 0.90759 -0.357 0.961 0.829
C -0.92378 1.16735 2.03800 -0.950 3.575 2.520
C -1.53956 -0.17620 1.83956 -0.948 -1.357 0.138
H -0.72780 -2.49781 -2.24797 0.043 0.345 0.139
H -2.81333 -1.08730 -1.23429 0.453 0.155 -0.026
H 1.09877 -0.72885 -3.18953 -0.237 0.071 0.289
H 0.14672 1.77138 -2.74597 -0.039 -0.227 0.207
H -2.26352 1.55198 -1.53415 0.399 -0.372 0.058
H -2.56578 -0.17615 1.46180 0.141 0.037 0.249
H -0.26682 1.11233 2.93976 -0.403 0.207 -0.333
H 0.04400 2.93985 1.14849 -0.571 -0.697 0.353
H -1.36679 -0.88419 2.66032 -0.191 0.396 -0.082
H -1.77110 1.85920 2.24462 0.755 -0.152 0.215
C 3.49775 -1.16660 1.22323 -1.337 0.465 -0.103
O 2.15132 -0.79788 1.00616 2.400 -0.995 0.639
H 3.55133 -1.96352 1.97573 0.232 -0.026 0.017
H 4.06020 -0.29431 1.58131 0.231 -0.132 0.053
H 3.96304 -1.52478 0.29473 0.111 -0.044 0.052
```
Forces are in eV/Å.

As for the molar mass: 278.1 u. Its HOMO energy is -3.07 eV. The charge is -1. The gap between HOMO and LUMO comes out at 6.1 eV. As for the relative energy (zero: lowest compared OMol25 entry of this formula, charge and spin): 0.0 kcal per mole. Its energy is -474.186275 a.u.

Atomic partial charges in e from the Mulliken method, atoms 1 to 4: -0.472, -0.494, -0.579, -0.571

=====

No. 4
A structure of composition C8H13MgNO in a non-equilibrium geometry, computed with ωB97M-V/def2-TZVPD.

Geometry as XYZ:
```
24
Properties=species:S:1:pos:R:3:forces:R:3
C -0.55825 0.93649 -1.91025 0.268 0.326 0.089
C 0.84269 0.94700 -1.57292 0.066 0.758 -0.023
C 0.99904 1.71875 -0.37980 -0.305 0.337 -0.754
C -0.28199 2.20759 -0.00544 0.115 -0.123 -1.048
C -1.23879 1.72582 -0.93931 0.504 0.472 0.094
Mg 0.00907 -0.71385 -0.23553 -2.140 3.952 1.373
N -3.76991 -0.15644 -0.45171 -0.109 -0.392 -0.086
C 0.65180 -2.51260 -0.37180 -1.591 -4.744 -0.240
C 1.79419 -1.83849 -0.73859 3.102 0.205 -0.961
H 1.94573 1.93224 0.12211 -0.327 -0.235 -0.071
H 1.65569 0.52447 -2.17089 -0.379 0.139 0.282
H -0.48616 2.87692 0.82673 -0.025 -0.348 0.011
H -2.30541 1.96060 -0.93385 0.406 -0.501 0.126
H -0.98894 0.53430 -2.83609 0.139 0.054 0.562
H 2.08675 -1.75231 -1.79482 -0.142 0.009 0.485
H 0.49113 -2.92670 0.63160 0.190 0.279 -0.233
H -4.14997 -1.12843 -0.44022 -0.037 0.162 0.025
H 2.52217 -1.45586 -0.01442 -0.333 -0.139 -0.198
H 0.06558 -3.06233 -1.14264 0.551 0.250 0.385
C 0.14530 0.05884 2.92242 -0.232 -0.618 -1.999
O 0.07256 -0.32655 1.59779 0.146 -0.187 0.768
H -0.70199 0.70684 3.18801 -0.039 0.135 0.324
H 1.08480 0.59578 3.11944 0.148 0.191 0.346
H 0.11489 -0.85207 3.53020 0.024 0.016 0.745
```
Forces are in eV/Å.

As for the molar mass: 163.5 u. Its HOMO energy (spin up / spin down) is 1.80 / 0.94 eV. The charge is -2. The gap between HOMO and LUMO (spin up / spin down) comes out at 3.8 / 4.5 eV. As for the relative energy (zero: lowest compared OMol25 entry of this formula, charge and spin): 0.0 kcal per mole. Its energy is -642.454129 a.u.

Atomic partial charges in e from the natural (NBO) method, atoms 1 to 4: -0.480, -0.494, -0.369, -0.334

=====

No. 5
The ion C8H13N2 with charge +1 in a non-equilibrium geometry, computed with ωB97M-V/def2-TZVPD.

Geometry as XYZ:
```
23
Properties=species:S:1:pos:R:3:forces:R:3
C -3.40282 -0.81296 -0.23946 -0.254 0.252 -0.095
C -2.27690 -0.19384 -0.08589 1.486 -0.307 -1.175
C -0.90233 -0.69156 -0.58472 -0.496 1.766 -1.319
N 0.08578 0.17283 0.03110 -2.629 1.813 0.914
C -1.04705 1.43247 0.67378 2.919 0.682 0.249
N -2.16283 1.03619 0.49640 -1.426 0.433 0.425
C 1.27637 -0.34977 0.73006 0.382 -1.965 -3.115
C 1.66469 -1.83199 0.52669 2.656 -0.335 -0.843
C 1.35974 0.53707 -0.51077 0.986 0.192 0.238
C 1.66394 1.98986 -0.40559 -3.076 1.873 1.956
H -4.28321 -0.30298 0.07485 -0.769 -0.293 0.095
H -3.30784 -1.72303 -0.75535 -0.814 -1.237 -0.421
H -0.75455 -1.57083 -0.08848 0.291 -3.001 0.326
H -0.78442 -0.70676 -1.71169 -0.272 -0.146 1.400
H -0.70679 2.39963 1.07963 0.297 -0.937 -0.259
H 1.35231 -0.05703 1.72480 0.470 1.141 1.378
H 1.86274 -2.26213 -0.54382 -0.916 1.267 1.768
H 1.13107 -2.54773 1.10802 -1.061 -0.362 0.263
H 2.70041 -1.97476 0.99657 -1.172 0.656 -0.595
H 1.57100 0.05017 -1.48652 0.070 0.177 0.903
H 1.04611 2.61372 -1.05982 -0.078 -0.486 -0.560
H 2.62095 2.34369 -0.57007 2.221 0.009 -0.208
H 1.29365 2.44975 0.60029 1.183 -1.191 -1.324
```
Forces are in eV/Å.

As for the molar mass: 137.2 u. Its HOMO energy is -13.98 eV. The charge is +1. The gap between HOMO and LUMO comes out at 10.4 eV. As for the relative energy (zero: lowest compared OMol25 entry of this formula, charge and spin): 109.7 kcal per mole. Its energy is -421.762028 a.u. Its SMILES is C=C1C[N+]2(C=N1)[C@@H](C)[C@@H]2C.

Atomic partial charges in e from the natural (NBO) method, atoms 1 to 4: -0.293, 0.084, -0.274, -0.277

=====

No. 6
A cluster of 2 separate species, C8H13N2 in total in a non-equilibrium geometry, computed with ωB97M-V/def2-TZVPD.

Geometry as XYZ:
```
23
Properties=species:S:1:pos:R:3:forces:R:3
C 3.59573 -1.02060 0.38382 2.160 -3.173 0.373
C 2.42830 -0.57791 0.88315 -0.243 -2.251 1.856
C 2.95983 0.69691 -0.77316 2.171 1.894 -3.811
C -1.03429 -0.42704 -0.41713 0.392 0.772 0.239
C -2.24958 -0.12890 -0.06574 -1.469 -0.394 0.120
C -3.33061 -1.18708 -0.24262 -2.453 -1.511 1.706
C -2.90547 1.13576 0.43808 -1.120 1.196 -1.720
C 0.96102 1.32644 0.38115 0.021 -0.949 -1.693
N 3.91430 -0.24111 -0.70946 2.453 0.169 0.122
N 2.08357 0.48042 0.15274 -2.687 2.695 -0.174
H 4.23332 -1.95787 0.65790 -1.422 2.147 -0.487
H 1.73812 -1.00626 1.63085 0.791 0.440 -0.472
H 2.97390 1.50327 -1.58353 -0.320 -1.223 1.671
H -0.66733 -1.26574 -0.96944 0.533 -0.323 -0.043
H -4.24352 -0.79725 0.43066 1.901 -1.485 -1.683
H -3.71359 -1.37350 -1.24702 0.111 0.790 -0.234
H -3.12995 -2.27056 0.05904 0.318 1.616 0.107
H -3.09285 1.79618 -0.50076 0.753 -0.688 1.556
H -3.99658 0.93778 0.71099 1.886 0.322 0.349
H -2.32372 1.66835 1.19829 -0.366 0.043 -0.218
H 0.35054 1.05899 1.17363 -0.713 -0.275 1.618
H 0.51823 1.85010 -0.45128 0.465 0.251 -0.094
H 4.93059 -0.20035 -1.14018 -3.160 -0.063 0.911
```
Forces are in eV/Å.

As for the molar mass: 137.2 u. Its HOMO energy (spin up / spin down) is -11.97 / -12.41 eV. The charge is +1. The gap between HOMO and LUMO (spin up / spin down) comes out at 7.5 / 9.0 eV. As for the relative energy (zero: lowest compared OMol25 entry of this formula, charge and spin): 153.0 kcal per mole. Its energy is -421.693092 a.u.

Atomic partial charges in e from the natural (NBO) method, atoms 1 to 4: -0.038, -0.063, 0.251, -0.121

=====

Repeat the second record exactly.
The ion C8H13INS with charge +1 in a non-equilibrium geometry, computed with ωB97M-V/def2-TZVPD.

Geometry as XYZ:
```
24
Properties=species:S:1:pos:R:3:forces:R:3
C -1.37139 -0.34264 2.70074 -2.327 1.109 -1.401
N -0.18652 -0.01421 1.85290 0.614 -0.509 2.494
C 0.15074 1.27568 1.23003 -1.674 2.775 0.512
I 1.80159 2.47041 1.84726 -0.326 -0.791 -0.333
C 0.00253 0.03295 0.45956 0.648 0.396 -3.214
C 1.20250 -0.70614 -0.07936 2.129 -2.061 0.314
C 1.55154 -0.31600 -1.50668 0.947 -0.476 -2.127
C 0.35216 -0.50932 -2.50384 0.816 1.506 0.406
C -0.72612 0.34448 -1.91707 -0.141 2.671 1.027
C -1.14184 0.01846 -0.52564 -1.600 -1.539 -0.161
S -2.67277 -0.47837 -0.23013 0.929 0.356 0.231
H -2.36652 0.27132 2.50033 2.545 -0.999 -0.076
H -1.63375 -1.38164 2.41092 0.295 0.503 1.188
H -1.00880 -0.01219 3.65504 -0.233 -0.888 0.930
H 0.67266 -0.43396 2.28376 -0.970 0.369 -0.306
H -0.77012 1.96949 1.19521 1.491 -1.345 0.057
H 2.25910 -0.51702 0.45914 -2.717 -0.451 -0.317
H 0.93034 -1.84761 -0.05081 0.700 1.955 0.110
H 1.86522 0.72696 -1.53061 -0.271 0.307 0.074
H 2.51651 -0.81392 -1.82993 -1.289 0.020 0.409
H 0.03142 -1.52411 -2.56205 -0.107 -0.877 -0.194
H 0.34569 -0.03450 -3.51986 1.329 -0.942 0.640
H -1.56915 0.43669 -2.61793 0.079 0.086 0.699
H -0.23500 1.38520 -1.72098 -0.868 -1.176 -0.961
```
Forces are in eV/Å.

As for the molar mass: 282.2 u. Its HOMO energy is -12.52 eV. The charge is +1. The gap between HOMO and LUMO comes out at 8.3 eV. As for the relative energy (zero: lowest compared OMol25 entry of this formula, charge and spin): 11.7 kcal per mole. Its energy is -1062.915508 a.u. Its SMILES is C[N@@H+]1[C@@H](I)[C@@]12CCCCC2=S.

Atomic partial charges in e from the natural (NBO) method, atoms 1 to 4: -0.430, -0.376, -0.201, 0.270

=====

Question: Which value of relative energy (zero: lowest compared OMol25 entry of this formula, charge and spin) does entry 6 give?
Answer: 153.0 kcal per mole

=====

Question: Which value of relative energy (zero: lowest compared OMol25 entry of this formula, charge and spin) does entry 3 give?
Answer: 0.0 kcal per mole

=====

Question: Which value of relative energy (zero: lowest compared OMol25 entry of this formula, charge and spin) does entry 4 give?
Answer: 0.0 kcal per mole